Record 1
A 2-piece molecular cluster, H3N2O2S overall in a non-equilibrium geometry. Source: OMol25; level of theory: wB97M-V/def2-TZVPD.

XYZ file:
```
8
Properties=species:S:1:pos:R:3
N -1.2216 -0.0286 0.5218
N -0.4388 0.8713 0.2383
O 2.2099 0.5649 0.5599
O 0.9425 -1.4425 -0.0730
S 1.1616 0.1943 -0.4171
H 0.0710 -1.6341 0.2818
H -2.1865 0.3370 0.8431
H -0.5381 1.1378 -1.9548
```

The calculation puts the HOMO energy (alpha / beta) at -1.94 / -1.94 eV. The energy relative to the best compared isomer or geometry (same formula, charge and spin) is 106.87 kcal/mol. As for the total charge: -1. For the LUMO energy (alpha / beta), the calculation gives 4.15 / 4.15 eV. As for the total energy: -17955.166 eV.


Record 2
H8NaO4 as an isolated structure in a non-equilibrium geometry. Source: OMol25; level of theory: wB97M-V/def2-TZVPD.

XYZ file:
```
13
Properties=species:S:1:pos:R:3
Na -0.3282 0.2279 0.3185
O 1.0750 0.5917 1.4091
H 1.0971 0.1247 2.2444
H 1.4298 1.4580 1.6090
O 0.5360 1.4629 -0.7715
H 1.0394 2.2466 -0.5510
H 0.6520 1.3610 -1.7161
O 0.1857 -1.2030 -0.9514
H -0.0558 -1.8772 -0.3163
H 0.0078 -1.6013 -1.8035
O -1.8201 -0.5447 0.1902
H -1.5938 -1.1967 0.8533
H -2.2250 -1.0499 -0.5148
```

The calculation puts the HOMO energy at -15.86 eV. The energy relative to the best compared isomer or geometry (same formula, charge and spin) is 99.22 kcal/mol. As for the total charge: +1. For the LUMO energy, the calculation gives -3.91 eV. As for the total energy: -12728.444 eV.


Record 3
C25H32CaFI2N5O3S2 as an isolated structure. Source: OMol25; level of theory: wB97M-V/def2-TZVPD.

XYZ file:
```
71
Properties=species:S:1:pos:R:3
Ca -1.0394 -0.1945 0.9570
I -3.5116 -1.8980 -0.6862
C -2.0890 -3.2817 -1.4243
I -0.6708 -3.8407 0.0532
H -1.5371 -2.7878 -2.2136
H -2.5999 -4.1705 -1.7700
C 0.5886 3.2703 6.3163
C 0.5073 2.8339 4.8626
N -0.4294 1.7271 4.6553
C -1.5462 1.9499 3.9217
C -2.3278 0.9792 3.3804
C -3.3048 1.4133 2.2897
O -4.1952 2.1997 2.5781
O -3.0040 0.9298 1.1488
C -1.9538 -0.3905 3.5854
O -2.3146 -1.3360 2.8669
C -0.9281 -0.6236 4.6035
C -0.6233 -1.9422 4.9570
C 0.5676 -2.2027 5.5572
F 0.9098 -3.4682 5.9064
C 1.5314 -1.2008 5.7112
C 1.1884 0.1056 5.4753
C -0.0790 0.4283 4.9649
N 2.9161 -1.5308 5.8647
C 3.4078 -2.4022 4.7961
C 4.9450 -2.3580 4.8167
N 5.3330 -1.2257 5.7188
C 4.9353 -1.4994 7.1414
C 3.4531 -1.9494 7.1400
H 1.3076 4.0841 6.4216
H 0.8976 2.4532 6.9694
H -0.3813 3.6257 6.6647
H 1.4755 2.5336 4.4560
H 0.1746 3.6489 4.2251
H -1.7633 2.9875 3.7049
H -1.2956 -2.7361 4.6613
H 1.9597 0.8570 5.5648
H 2.9961 -2.0351 3.8495
H 3.0818 -3.4386 4.9308
H 5.3615 -2.1616 3.8305
H 5.3996 -3.2555 5.2333
H 4.7736 -0.4224 5.4093
H 6.3232 -1.0052 5.6458
H 5.0751 -0.5677 7.6866
H 5.6161 -2.2515 7.5350
H 2.9245 -1.4584 7.9541
H 3.3733 -3.0348 7.2862
C 4.0378 -0.3120 2.1373
C 2.5887 0.0892 1.9001
S 1.4206 -1.2403 2.0315
C 2.2631 1.3781 1.6522
C 3.3056 2.4768 1.6699
S 0.6355 1.9861 1.3478
H 4.1334 -1.3963 2.0689
H 4.4035 0.0079 3.1317
H 4.7255 0.1181 1.4053
H 4.3321 2.1152 1.6030
H 3.2224 3.0666 2.5902
H 3.1307 3.1783 0.8522
C 2.7939 1.3797 -1.8310
N 1.4858 0.7692 -1.9439
C 0.4031 1.2913 -2.6030
C -0.6515 0.5045 -2.2709
N -0.2378 -0.4916 -1.4111
C 1.0566 -0.2896 -1.2346
H 2.6971 2.3576 -1.3605
H 3.2577 1.4772 -2.8120
H 3.4111 0.7518 -1.1924
H 0.4790 2.1703 -3.2183
H -1.6811 0.5944 -2.5761
H 1.6855 -0.8483 -0.5570
```

The calculation puts the HOMO energy at -5.69 eV. The energy relative to the best compared isomer or geometry (same formula, charge and spin) is 58.40 kcal/mol. For the LUMO energy, the calculation gives -0.97 eV. As for the total energy: -99067.476 eV.


Record 4
C4H7N5 as an isolated structure in a non-equilibrium geometry. Source: OMol25; level of theory: wB97M-V/def2-TZVPD.

XYZ file:
```
16
Properties=species:S:1:pos:R:3
C -0.5501 -1.6808 -0.4512
C 0.0466 0.2298 -0.3181
C 0.1920 1.5758 0.0104
C 0.0689 2.6892 -0.8698
H -1.5793 -2.7669 -2.0980
H -0.6847 -3.6081 -0.9280
H 0.3532 1.7224 1.2320
H 0.2186 2.5035 -2.1935
H 0.1826 3.7223 -0.2591
H 1.5620 1.2418 1.6254
H 0.2822 -0.1259 2.9748
N -1.2280 -2.7565 -1.0070
N -0.5877 -0.4422 -1.0633
N 0.5358 -0.5282 0.7746
N 1.1465 0.0058 1.8538
N 0.0414 -1.7818 0.7170
```

The calculation puts the HOMO energy at -7.77 eV. The energy relative to the best compared isomer or geometry (same formula, charge and spin) is 223.99 kcal/mol. For the LUMO energy, the calculation gives 0.18 eV. As for the total energy: -11703.765 eV.


Record 5
C17H28N3OOsS5Sb2 as an isolated structure in a non-equilibrium geometry. Source: OMol25; level of theory: wB97M-V/def2-TZVPD.

XYZ file:
```
57
Properties=species:S:1:pos:R:3
Os 0.6680 2.6292 -0.2157
N -2.5943 4.3200 2.2016
C -1.5516 3.6347 1.6930
S -1.0760 4.0920 -0.0075
N -0.8595 2.7876 2.3370
N 0.2205 2.2094 1.6922
C 0.9114 1.4164 2.4809
C 2.0922 0.7064 2.1520
C 2.6626 -0.1227 3.1431
C 3.7844 -0.8693 2.9110
C 4.4008 -0.8175 1.6569
C 3.8972 -0.0089 0.6752
C 2.7537 0.8015 0.8824
O 2.3668 1.5599 -0.0837
H -3.2103 4.7425 1.5195
H -3.0210 3.9709 3.0441
H 0.5390 1.3107 3.5014
H 2.1831 -0.1641 4.1112
H 4.1949 -1.4946 3.6904
H 5.2772 -1.4205 1.4673
H 4.3612 0.0552 -0.2979
S -3.2775 2.2569 -4.2404
Sb -1.8338 3.8102 -3.2417
S 1.1175 3.4131 -2.2328
S -2.9140 3.7233 -0.8631
S -2.5938 5.9254 -3.8462
C 1.8913 -3.3726 -0.3443
C 0.4977 -2.9895 0.1186
C 0.3375 -3.2612 1.6019
Sb 0.1093 -0.8268 -0.3670
C 0.1500 -1.1752 -2.5702
C 0.0338 0.1479 -3.3039
C -0.8588 -2.1917 -3.0779
C -2.0892 -0.8764 0.0071
C -2.7832 0.1294 -0.8862
C -2.3677 -0.5434 1.4658
H 2.0832 -4.4316 -0.1588
H 2.6400 -2.7947 0.1965
H 2.0175 -3.1943 -1.4100
H -0.2437 -3.5785 -0.4260
H 1.0279 -2.6490 2.1813
H 0.5491 -4.3101 1.8236
H -0.6789 -3.0504 1.9258
H 1.1617 -1.5679 -2.7313
H -0.9793 0.5446 -3.2495
H 0.2839 0.0258 -4.3602
H 0.7224 0.8815 -2.8741
H -1.8740 -1.8117 -2.9929
H -0.7887 -3.1288 -2.5278
H -0.6746 -2.4043 -4.1327
H -2.4286 -1.8912 -0.2130
H -2.3283 1.1184 -0.7754
H -3.8346 0.2246 -0.6154
H -2.7386 -0.1398 -1.9365
H -2.1003 0.4927 1.6732
H -1.8038 -1.1825 2.1448
H -3.4302 -0.6634 1.6871
```

The calculation puts the HOMO energy (alpha / beta) at -4.11 / -4.34 eV. As for the total charge: -1. For the LUMO energy (alpha / beta), the calculation gives 1.88 / 0.54 eV. As for the total energy: -94320.291 eV. Its multiplicity is 5. Its expectation value of S² is 6.0506.


Record 6
An isolated molecule of C6H11NO3. Source: OMol25; level of theory: wB97M-V/def2-TZVPD.

XYZ file:
```
21
Properties=species:S:1:pos:R:3
C -0.9340 0.1504 0.4877
C -0.4124 0.5690 -0.9139
C 0.3240 1.9047 -0.8769
C 1.1021 -0.7624 1.7726
C 0.4795 -0.5205 -1.4725
C 0.1356 0.3583 1.5705
N -1.3612 -1.2399 0.4522
O -0.1994 -1.3504 -2.2700
O 1.6551 -0.6483 -1.2606
O 0.1582 1.3850 2.2025
H 0.3780 -2.0615 -2.5911
H -1.7520 0.8536 0.7342
H -1.2845 0.6340 -1.5733
H -1.9649 -1.4049 -0.3461
H -1.8834 -1.4683 1.2913
H 0.4723 2.2796 -1.8869
H 1.2967 1.7847 -0.4071
H -0.2464 2.6345 -0.3088
H 1.8060 -0.7541 0.9408
H 1.6458 -0.6268 2.7034
H 0.5848 -1.7168 1.7520
```

The calculation puts the HOMO energy at -9.45 eV. The energy relative to the best compared isomer or geometry (same formula, charge and spin) is 17.31 kcal/mol. For the LUMO energy, the calculation gives 0.66 eV. As for the total energy: -14033.528 eV. The structure (SMILES) is CC(=O)[C@H](N)[C@@H](C)C(=O)O.